The following is a quantum chemistry calculation of a cluster of 12 separate species, C32H85N13O12 in total, from the OMol25 dataset.

Atoms and positions in Å:
H1 -1.72 -3.77 -11.38
H2 -3.10 -4.74 -10.74
H3 6.92 -3.11 -3.56
H4 5.92 7.39 -5.47
C1 7.86 4.83 5.79
N1 10.80 3.03 1.23
H5 -1.61 -3.83 8.42
H6 -0.13 -3.57 -8.69
H7 -1.53 -5.07 -10.25
H8 -1.42 8.24 5.45
H9 -0.70 1.27 2.48
H10 -0.74 6.90 1.95
H11 9.53 5.26 -0.60
H12 -4.33 -5.22 -8.64
C2 -0.98 -8.00 7.88
H13 -2.37 0.91 1.86
H14 11.75 2.70 1.14
H15 -0.19 -8.52 8.42
N2 0.31 2.40 0.21
H16 -3.82 -6.66 11.51
O1 5.50 7.52 -6.32
H17 -6.49 7.25 -3.09
H18 -1.32 -0.65 0.40
C3 -0.60 -6.56 7.69
C4 -0.85 -2.79 -8.94
H19 -4.77 -2.74 -11.54
C5 0.88 2.57 -1.19
H20 2.78 3.52 -0.58
H21 1.84 0.66 -0.89
H22 -0.32 -2.36 -9.79
O2 2.55 10.50 -4.78
H23 8.55 -1.29 -5.80
H24 -5.94 -3.50 -8.12
H25 -2.21 -0.68 -10.13
N3 -1.69 -5.98 9.82
H26 0.14 2.88 -3.20
N4 6.92 4.33 5.13
C6 -1.50 1.57 1.81
C7 -0.58 -4.18 8.49
C8 -5.12 -3.23 -10.63
O3 -6.81 8.68 -0.99
H27 -2.18 3.11 -0.35
H28 -4.85 -2.48 -7.26
O4 11.89 4.69 0.28
C9 -0.49 -5.71 8.96
H29 -4.33 -7.92 10.35
H30 -1.80 -7.91 11.97
C10 -0.85 1.53 0.39
O5 -8.81 0.94 -1.84
H31 -0.95 -8.60 6.97
H32 0.94 -5.76 10.61
H33 -1.51 1.09 -2.34
O6 -1.82 -5.27 10.98
H34 -2.87 1.54 -0.51
O7 1.26 2.10 1.10
H35 -8.56 0.08 -2.18
H36 -7.88 7.15 0.57
H37 -0.62 -8.53 10.79
H38 0.37 -0.20 0.79
H39 2.96 11.30 -4.45
H40 9.02 3.68 0.10
C11 -4.06 -4.41 -7.97
C12 -1.67 -8.28 10.96
H41 -0.47 4.16 8.14
C13 -4.91 -3.15 -8.12
C14 -0.24 3.00 -2.19
N5 9.66 4.45 -0.02
H42 -0.20 -0.19 -0.89
C15 -6.98 7.47 -1.18
H43 0.90 -7.21 9.48
C16 0.87 -6.12 9.59
O8 -2.78 -1.36 -10.50
H44 -6.20 -3.10 -10.72
H45 -0.11 -4.02 7.52
C17 10.83 4.13 0.50
H46 -2.17 -5.25 -8.22
C18 -0.71 7.83 3.72
H47 -4.19 -4.83 -6.98
N6 -6.62 6.73 -2.24
N7 7.28 -2.70 -4.41
C19 -1.48 2.15 -2.06
H48 -2.16 -9.25 11.04
C20 -3.76 -7.00 10.48
H49 -1.35 -6.12 7.04
H50 -6.97 5.79 -2.37
H51 1.30 2.90 1.64
N8 -7.48 6.71 -0.24
C21 -4.61 -2.43 -9.40
N9 -1.59 8.37 4.46
H52 0.43 5.02 7.28
H53 -3.06 -7.73 7.91
H54 -2.20 -3.81 -7.08
H55 -1.86 2.58 2.00
C22 -2.31 -8.08 8.62
H56 10.05 -2.12 -5.67
H57 -6.40 -1.27 -9.13
H58 -2.20 2.51 -2.79
C23 -0.49 0.01 0.15
H59 -2.15 7.89 2.35
N10 8.75 4.01 6.04
C24 -2.17 -4.22 -10.50
O9 8.03 5.89 6.22
H60 3.28 9.98 -5.12
H61 6.90 -1.85 -4.82
H62 1.09 0.81 -2.51
C25 -1.94 2.09 -0.62
H63 7.02 3.39 4.75
H64 1.71 -5.59 9.15
H65 -0.54 4.05 -2.20
O10 0.41 4.52 8.10
H66 -9.77 0.92 -1.82
H67 -1.45 -5.89 11.62
H68 -0.18 -3.52 9.25
H69 2.09 4.10 -2.11
H70 0.32 -6.33 7.15
N11 -3.16 -2.19 -9.47
C26 -2.28 -7.30 9.92
H71 6.22 7.67 -6.93
N12 -1.21 7.57 2.55
H72 6.02 4.78 5.19
H73 9.56 4.32 6.55
H74 -2.27 8.97 4.02
H75 -4.85 -0.53 -8.42
C27 1.86 3.75 -1.10
N13 9.07 -2.06 -5.42
C28 8.55 -2.91 -4.62
H76 10.11 2.31 1.37
O11 9.23 -3.77 -4.06
H77 1.35 4.59 -0.64
H78 -4.98 -4.31 -10.66
C29 1.63 1.33 -1.72
O12 0.40 7.42 4.13
C30 -5.33 -1.09 -9.22
C31 -2.54 -4.24 -8.02
H79 2.60 1.53 -2.17
C32 -2.22 -3.32 -9.27
H80 8.68 3.13 5.56
H81 -2.32 -9.15 8.80
H82 -7.60 5.75 -0.54
H83 -4.20 -6.20 9.89
H84 -5.29 -0.51 -10.14
H85 -0.83 -1.98 -8.21

Output
SMILES   CC1(C)CCCC(C)(C)N1O.CC1(C)CCCC(C)(C)N1O.CC1(C)CCCC(C)(C)N1O.NC(N)=O.NC(N)=O.NC(N)=O.NC(N)=O.NC(N)=O.O.O.O.O
E   -78498.5519 eV
2S+1   1

Löwdin atomic charge list, values in e, 2 entries: H 0.09; H 0.06


The following is a quantum chemistry calculation of a structure of composition C32H87F2HgN4O24S2, from the OMol25 dataset.

Atoms and positions in Å:
H1 3.35 1.84 -2.91
H2 3.25 5.80 -3.96
H3 -8.88 5.52 0.85
H4 -7.16 4.67 2.29
C1 -0.07 -5.63 2.72
C2 3.08 -1.21 3.71
H5 0.21 -1.42 -4.76
N1 0.63 -0.55 0.56
H6 4.01 4.50 0.32
H7 2.82 -1.88 -5.05
H8 1.09 -6.69 -1.41
C3 -0.98 -4.57 2.16
H9 -0.97 3.94 -4.87
H10 5.60 -4.54 -6.03
H11 3.75 -1.22 4.57
H12 -4.34 3.44 -0.55
H13 1.82 -5.78 3.18
O1 4.17 5.31 -1.56
H14 3.33 -7.44 -1.30
N2 1.37 4.77 -3.79
Hg1 2.82 -0.90 0.41
O2 1.49 0.06 -4.21
H15 -0.96 1.38 -2.67
C4 -0.13 3.30 -5.15
H16 -5.36 0.80 3.79
H17 2.36 6.33 -1.70
C5 3.59 -6.66 -0.57
H18 -3.08 -2.95 2.17
H19 0.11 4.07 3.71
C6 4.39 5.40 -0.19
H20 3.79 6.19 0.30
C7 -8.01 4.00 2.07
H21 -4.36 -0.71 1.43
C8 1.37 -5.95 -0.64
H22 -6.57 0.11 2.64
C9 -6.72 2.23 3.12
S1 -0.58 -1.38 -0.14
C10 -8.17 4.31 -1.55
C11 2.82 5.37 -1.96
O3 -4.96 1.25 1.86
H23 0.43 2.58 -2.48
N3 5.32 -6.01 -2.14
F1 1.16 1.54 1.54
H24 1.78 -3.18 -4.82
H25 5.00 -6.76 -2.73
H26 -2.09 4.33 -0.27
H27 -4.98 -2.03 3.30
H28 4.47 2.99 -1.06
H29 -3.50 -3.69 4.47
H30 2.14 0.14 -2.58
H31 7.38 -6.35 -2.16
H32 -0.22 2.37 4.14
H33 -0.33 -5.81 3.77
H34 -0.15 4.56 5.83
H35 4.73 1.81 0.90
H36 -0.70 -4.32 1.13
O4 -2.72 4.71 -0.89
H37 2.18 -0.68 4.00
C12 -0.50 2.30 -3.00
H38 -8.82 3.98 2.81
O5 -0.18 2.10 -4.40
H39 4.09 0.28 2.88
H40 -6.95 2.64 1.11
C13 -5.93 0.96 2.86
H41 0.57 -1.48 -3.06
H42 -4.70 -5.60 2.84
O6 2.15 1.65 4.67
H43 -1.10 3.19 -2.84
H44 1.35 1.21 4.95
H45 -9.53 3.93 0.48
O7 -3.39 3.75 1.93
C14 -4.47 -3.97 4.03
H46 1.73 -3.49 1.96
H47 -7.39 1.97 3.95
O8 -0.52 0.34 2.63
C15 -8.61 4.46 0.75
C16 1.21 4.00 -5.02
F2 0.27 -2.73 -0.25
H48 0.69 0.63 -4.33
H49 2.25 3.68 5.17
H50 -0.24 3.07 -6.21
H51 3.41 -7.02 0.46
C17 2.75 4.98 -3.42
H52 5.33 -2.82 -5.57
H53 3.48 -1.97 -2.94
H54 -1.97 -5.02 2.14
O9 -4.16 -5.31 3.59
H55 -0.23 -6.54 2.15
H56 5.63 -7.07 -0.38
C18 1.80 3.02 4.41
C19 4.29 1.91 -1.00
H57 2.05 3.33 -5.21
O10 -0.89 -1.09 -1.46
H58 2.27 2.33 -1.73
H59 -7.41 3.99 -2.26
H60 -9.04 3.64 -1.67
C20 2.12 -2.28 -4.30
H61 -0.36 -2.85 2.85
H62 0.69 -5.12 -0.81
H63 1.24 4.75 -5.83
O11 -7.64 4.25 -0.26
N4 -7.51 2.60 1.96
H64 -3.51 5.68 1.37
H65 6.91 -3.32 -5.73
C21 -3.95 0.23 1.81
H66 -5.07 4.97 1.51
H67 -3.18 0.63 1.15
S2 -0.13 0.70 1.33
H68 3.41 4.11 -3.50
C22 -4.88 -3.05 2.90
H69 -6.08 3.03 3.55
O12 2.87 -2.69 -3.14
O13 2.70 -5.57 -0.77
O14 -1.60 -1.68 0.78
O15 5.91 -4.11 -4.05
C23 6.67 -5.53 -2.37
C24 2.76 -2.62 3.32
H70 1.28 -6.44 0.34
H71 3.62 -3.27 3.23
H72 7.88 -4.66 -3.85
H73 -3.47 0.02 2.77
H74 0.89 5.66 -3.80
O16 2.61 0.29 -1.71
O17 2.16 -2.59 1.99
H75 -8.56 5.32 -1.74
H76 -5.91 -3.26 2.59
C25 5.94 -3.72 -5.39
H77 1.96 -2.93 3.99
H78 6.88 -4.76 -1.63
H79 5.23 -5.34 -0.13
C26 3.10 1.63 -1.86
C27 0.30 3.28 4.44
C28 -4.05 4.75 1.16
H80 2.27 4.61 -1.38
H81 -4.01 3.00 1.96
O18 -1.10 -3.44 3.02
H82 6.74 -5.92 -4.48
H83 -5.21 -4.06 4.83
O19 3.69 -0.56 2.62
C29 1.03 -1.30 -4.04
C30 6.87 -5.08 -3.79
H84 5.43 5.64 -0.03
O20 1.29 -5.17 2.65
C31 5.02 -6.22 -0.74
O21 -0.96 1.51 0.52
O22 4.00 1.49 0.35
H85 5.19 1.40 -1.34
H86 -4.69 5.15 -0.89
O23 -0.23 3.61 5.71
C32 -4.05 4.47 -0.32
O24 -3.96 -3.14 1.85
H87 2.32 3.33 3.51

Output
E   -120960.1288 eV
Charge   +1
2S+1   1

Löwdin atomic charge list, values in e, 2 entries: H 0.14; H 0.13


The following is a quantum chemistry calculation of a cluster of 9 separate species, C32H87N5O9 in total, from the OMol25 dataset.

Atoms and positions in Å:
H1 -1.94 2.06 -3.58
C1 6.58 0.02 2.05
H2 -0.70 -3.29 -3.79
C2 1.97 5.39 3.04
H3 1.06 0.51 -1.89
H4 -0.49 0.92 5.98
N1 2.89 1.77 -0.72
C3 2.64 1.86 -2.20
N2 0.24 -2.93 -3.75
C4 -2.25 1.10 -3.99
H5 1.48 4.29 1.20
C5 -2.27 -2.69 5.79
H6 2.43 -1.22 -4.16
H7 4.52 1.57 -0.07
H8 -0.90 -2.32 -0.31
H9 3.20 -0.23 1.27
H10 -2.80 -1.00 0.32
H11 -0.46 -2.38 1.99
H12 -0.86 -0.06 -8.13
H13 -3.98 -4.55 0.68
H14 0.33 0.54 -6.94
C6 0.01 3.31 -3.05
H15 0.33 -2.47 -2.85
C7 -5.28 -2.53 1.86
C8 1.31 0.44 5.01
N3 0.75 -0.10 7.32
O1 0.29 -1.51 -7.15
H16 0.90 0.61 4.02
H17 0.34 0.75 1.44
N4 5.30 1.44 0.58
H18 -3.13 3.43 1.66
C9 -0.36 -0.27 -7.19
H19 -4.95 4.17 -0.73
O2 -0.03 -1.96 -0.57
H20 -3.01 1.41 -4.72
H21 -2.59 3.47 0.01
H22 -3.18 -4.15 -2.39
H23 0.97 -1.46 2.63
H24 3.39 4.96 0.68
O3 3.47 4.38 1.44
C10 4.05 -0.15 1.97
N5 -3.75 -1.14 0.67
H25 0.03 3.05 -4.11
C11 2.16 4.25 2.05
C12 -5.44 3.44 -0.07
H26 0.19 -1.93 5.18
H27 -0.04 -3.44 -6.42
H28 5.37 -0.61 0.31
H29 1.75 1.36 5.38
H30 0.81 4.05 -2.89
H31 2.05 2.24 -0.34
H32 3.90 1.53 -3.98
H33 2.48 -2.87 -4.93
H34 2.63 0.81 -0.47
H35 -4.62 -3.55 -0.53
C13 -0.55 -1.15 5.42
O4 -2.54 -3.51 -0.49
H36 -3.14 -2.66 1.98
H37 0.95 5.33 3.43
H38 0.03 -0.32 8.01
C14 2.16 2.92 2.79
H39 4.74 1.83 -2.53
H40 -4.62 0.56 1.02
H41 -5.56 3.88 0.92
C15 1.28 1.31 -2.60
H42 -5.65 -3.54 2.11
H43 -2.28 -3.57 6.44
H44 -3.31 -2.38 5.63
H45 -1.38 0.62 -4.44
H46 2.32 2.07 2.13
H47 -1.00 -0.87 4.46
C16 -0.18 -2.40 -6.15
C17 2.04 -1.87 -4.94
C18 -3.13 2.85 0.74
C19 -0.07 0.06 0.70
C20 0.58 -2.08 1.83
H48 2.09 -0.33 5.05
C21 0.60 -1.29 0.52
H49 2.38 -1.45 -5.89
O5 -2.16 0.30 -1.74
C22 -3.20 -1.13 -3.39
C23 -2.97 0.30 -2.91
H50 5.09 2.12 1.32
H51 0.08 -1.04 -4.55
H52 7.44 0.46 1.55
H53 1.17 2.84 3.24
O6 -1.52 -1.63 6.32
C24 -3.90 -2.50 1.21
H54 -1.96 -3.02 4.79
H55 -6.36 3.09 -0.53
H56 1.99 6.41 2.67
H57 1.07 -3.03 1.62
H58 -1.17 -0.11 -6.47
C25 -3.76 -3.61 0.16
H59 3.25 -2.57 1.23
H60 -1.14 -0.07 0.87
O7 4.06 -1.38 2.70
C26 -4.45 2.32 0.17
C27 3.87 1.31 -2.91
H61 3.96 0.23 -2.80
H62 -2.32 -1.60 -3.83
O8 0.22 2.19 -2.22
C28 0.18 0.06 5.99
H63 3.83 0.67 2.64
H64 -1.32 -0.10 -2.01
H65 -1.42 -4.10 -2.02
H66 6.39 0.47 3.02
H67 -2.51 1.97 0.93
H68 1.25 -0.99 7.29
H69 2.66 2.95 -2.35
C29 0.54 -2.00 -4.85
H70 5.02 -2.50 1.22
H71 -2.42 -5.38 -1.35
H72 -1.26 -2.26 -6.02
C30 5.33 0.09 1.14
H73 2.71 5.26 3.83
H74 1.64 -1.22 0.18
C31 -2.41 -4.33 -1.64
H75 -5.30 -2.08 2.86
H76 4.10 -3.41 2.47
O9 -5.01 1.44 1.15
H77 2.93 2.80 3.55
H78 -3.52 -1.70 -2.51
C32 4.14 -2.51 1.86
H79 -4.25 1.78 -0.76
H80 -3.89 0.79 -2.61
H81 -6.04 -1.94 1.34
H82 -4.24 -1.17 -0.23
H83 6.86 -1.03 2.19
H84 -0.91 3.82 -2.77
H85 1.26 0.85 -3.59
H86 -4.08 -1.22 -4.03
H87 -0.06 0.73 -0.17

Output
SMILES   COC[C@H](C)N.COC[C@H](C)N.COC[C@H](C)N.COC[C@H](C)N.COC[C@H](C)N.CC(C)O.CC(C)O.CC(C)O.CC(C)O
E   -60469.1575 eV
ΔE to the lowest compared entry with this formula, charge and spin   0.698 eV
2S+1   1

Löwdin atomic charge list, values in e, 2 entries: H 0.05; C -0.05